[1]
# C25H29Cl18NO3S

A cluster of 10 separate species, C25H29Cl18NO3S in total (ωB97M-V/def2-TZVPD, the Open Molecules 2025 dataset).

Element x y z (Å)
H (7.0101, -3.1724, 0.2535)
N (6.7402, -2.5305, 0.9976)
C (5.6141, -2.0321, 0.7042)
C (4.9216, -1.0297, 1.6089)
C (3.4989, -0.8106, 1.1326)
C (2.4590, -1.2087, 1.9723)
C (1.1516, -1.0163, 1.5603)
C (0.8690, -0.4693, 0.3113)
C (1.8853, -0.0478, -0.5273)
C (3.1997, -0.2238, -0.0997)
S (4.5464, 0.3314, -1.1342)
C (-0.5774, -0.3659, -0.0590)
O (-1.0351, 0.5617, -0.6907)
C (-1.3985, -1.5151, 0.4150)
C (-2.3952, -2.1098, -0.3409)
C (-3.0773, -3.2013, 0.1802)
C (-2.8168, -3.6766, 1.4527)
O (-3.5325, -4.7259, 1.9841)
C (-1.8253, -3.0806, 2.2288)
C (-1.1265, -2.0284, 1.6829)
C (-0.0002, -1.3936, 2.4356)
O (-0.0253, -1.1729, 3.6266)
H (5.0931, -2.3343, -0.2068)
H (5.4793, -0.0946, 1.6372)
H (4.9017, -1.4839, 2.5987)
H (2.6141, -1.6250, 2.9595)
H (1.6312, 0.4094, -1.4759)
H (4.3478, -0.3514, -2.2713)
H (-2.6259, -1.7608, -1.3387)
H (-3.8451, -3.7017, -0.3969)
H (-3.0025, -5.5285, 1.9480)
H (-1.5854, -3.4369, 3.2288)
Cl (2.0478, 2.2899, -3.6445)
C (1.0234, 1.1925, -4.5782)
Cl (0.5148, -0.1932, -3.6037)
H (0.1409, 1.7345, -4.8991)
H (1.5799, 0.8322, -5.4353)
Cl (-3.9136, -1.3236, 2.7267)
C (-5.4726, -0.5090, 2.5128)
Cl (-5.8202, -0.2326, 0.7952)
H (-6.2584, -1.1327, 2.9220)
H (-5.4461, 0.4461, 3.0259)
Cl (2.2164, -3.2508, 0.0753)
C (2.3715, -4.4651, -1.2016)
Cl (0.8433, -4.7010, -2.0662)
H (3.1194, -4.1293, -1.9115)
H (2.6700, -5.4083, -0.7593)
Cl (-0.3303, -4.3518, 7.2425)
C (-1.2011, -2.9849, 6.5350)
Cl (-2.3404, -3.5026, 5.2861)
H (-1.7537, -2.4807, 7.3184)
H (-0.4848, -2.3096, 6.0800)
Cl (6.4348, 2.6993, -6.1373)
C (5.4305, 1.8696, -4.9445)
Cl (6.3654, 1.3491, -3.5338)
H (4.6545, 2.5468, -4.6125)
H (4.9915, 0.9941, -5.4093)
Cl (-6.6403, 3.4555, 2.7328)
C (-6.5582, 3.5947, 0.9696)
Cl (-7.0869, 5.1805, 0.3944)
H (-5.5325, 3.4395, 0.6555)
H (-7.2003, 2.8356, 0.5395)
Cl (7.7488, 4.1193, -8.5123)
C (7.4791, 5.8634, -8.6165)
Cl (6.0368, 6.3625, -7.7263)
H (8.3390, 6.3712, -8.1966)
H (7.3537, 6.1315, -9.6586)
Cl (-3.7735, 3.7489, -1.7910)
C (-2.2621, 3.3727, -2.6290)
Cl (-1.9921, 4.4526, -4.0097)
H (-1.4415, 3.4817, -1.9330)
H (-2.3119, 2.3537, -2.9875)
Cl (-6.5756, 2.6954, 5.9387)
C (-8.1477, 3.1211, 6.6256)
Cl (-9.4533, 2.1546, 5.9309)
H (-8.1165, 2.9461, 7.6942)
H (-8.3419, 4.1667, 6.4189)

E in a.u.: -9932.09866
Lowest unoccupied orbital energy in eV: -0.65
HOMO in eV: -9.03
Orbital gap in eV: 8.4

***

[2]
# C22H64O18

A cluster of 10 separate species, C22H64O18 in total (ωB97M-V/def2-TZVPD, the Open Molecules 2025 dataset).

Element x y z (Å)
C (-14.4991, -7.4570, -12.6133)
C (-15.4582, -7.9544, -13.7095)
C (-16.9417, -7.7739, -13.4129)
O (-15.0963, -7.2678, -14.9101)
H (-14.4987, -6.3767, -12.4680)
H (-13.4788, -7.8189, -12.7401)
H (-14.8776, -7.8060, -11.6526)
H (-15.2556, -9.0230, -13.7800)
H (-17.3401, -8.4835, -12.6877)
H (-17.4980, -7.8895, -14.3430)
H (-17.2104, -6.7818, -13.0499)
H (-14.5805, -6.4794, -14.7256)
C (-9.0381, -2.0973, -21.0419)
C (-10.4763, -2.5843, -21.0043)
C (-11.1563, -2.4603, -19.6569)
O (-11.2659, -1.7977, -21.9113)
H (-8.8958, -1.0259, -20.9010)
H (-8.7095, -2.1997, -22.0761)
H (-8.3422, -2.6065, -20.3750)
H (-10.5043, -3.6430, -21.2621)
H (-12.1785, -2.8373, -19.6892)
H (-11.3843, -1.4372, -19.3582)
H (-10.6893, -2.9437, -18.7988)
H (-11.0206, -0.8867, -21.7342)
O (-14.3907, -7.3760, -17.6183)
C (-14.8762, -8.6769, -17.8716)
C (-13.9613, -9.6822, -17.2726)
O (-12.6283, -9.5655, -17.7549)
H (-14.7108, -7.1748, -16.7358)
H (-15.8816, -8.8250, -17.4774)
H (-14.8975, -8.8797, -18.9424)
H (-14.2579, -10.7133, -17.4645)
H (-13.8350, -9.5605, -16.1968)
H (-12.2397, -10.4267, -17.5849)
O (-13.2484, -0.0396, -16.7077)
C (-14.1762, -1.1086, -16.5925)
C (-14.4357, -1.5388, -15.1204)
O (-13.3264, -2.1528, -14.5593)
H (-12.4016, -0.3839, -16.4145)
H (-15.0998, -0.8162, -17.0922)
H (-13.7456, -1.9084, -17.1950)
H (-15.2016, -2.2986, -15.2757)
H (-14.8345, -0.7215, -14.5195)
H (-12.5958, -1.5440, -14.4285)
O (-9.1635, -3.1872, -16.1356)
C (-7.7977, -3.4176, -16.0269)
C (-7.0869, -2.4899, -15.0852)
O (-5.6554, -2.5149, -15.1914)
H (-9.5396, -4.0662, -16.2223)
H (-7.6794, -4.4051, -15.5810)
H (-7.4866, -3.3869, -17.0711)
H (-7.3450, -2.7401, -14.0562)
H (-7.3558, -1.4454, -15.2433)
H (-5.5010, -2.2098, -16.0885)
O (-6.3286, -6.3679, -13.2903)
C (-7.0952, -5.4644, -12.5651)
C (-8.5336, -5.4930, -13.0919)
O (-9.2158, -6.6374, -12.6003)
H (-5.5247, -6.4344, -12.7699)
H (-6.9966, -5.5567, -11.4835)
H (-6.7128, -4.4521, -12.6956)
H (-8.5321, -5.6143, -14.1751)
H (-9.0890, -4.5878, -12.8463)
H (-8.8163, -7.3604, -13.0894)
O (-9.6309, 1.3846, -14.1732)
C (-10.0515, 1.4624, -15.5067)
C (-9.8779, 0.1172, -16.2792)
O (-10.6811, -0.8957, -15.7677)
H (-10.3324, 0.9873, -13.6519)
H (-11.1060, 1.7209, -15.6036)
H (-9.4729, 2.1998, -16.0631)
H (-8.8366, -0.1898, -16.3769)
H (-10.2511, 0.2421, -17.2957)
H (-10.2472, -1.7140, -16.0200)
O (-10.2221, -3.9584, -9.9892)
C (-11.6195, -4.2356, -9.9186)
C (-12.2898, -4.8926, -11.1471)
O (-11.7983, -6.1924, -11.3641)
H (-9.9354, -3.8885, -9.0757)
H (-11.7862, -4.8719, -9.0495)
H (-12.1798, -3.3168, -9.7452)
H (-12.0751, -4.3477, -12.0664)
H (-13.3511, -4.9280, -10.9011)
H (-10.8894, -6.1085, -11.6613)
O (-10.8084, -5.2874, -17.0467)
C (-12.0504, -4.8830, -16.6314)
C (-12.2775, -5.2494, -15.1376)
O (-13.6343, -4.8839, -14.6996)
H (-10.9246, -6.0645, -17.5983)
H (-11.9912, -3.8085, -16.8049)
H (-12.8659, -5.3177, -17.2094)
H (-11.4967, -4.7407, -14.5723)
H (-12.1679, -6.3238, -14.9897)
H (-13.7062, -3.9266, -14.6914)
O (-13.5590, -7.0108, -20.3919)
C (-12.4163, -6.2207, -20.5212)
C (-11.1254, -7.0014, -20.0758)
O (-11.2635, -7.2958, -18.7049)
H (-13.7844, -7.0326, -19.4590)
H (-12.3201, -5.8671, -21.5477)
H (-12.6069, -5.3309, -19.9211)
H (-10.2114, -6.4381, -20.2638)
H (-10.9952, -7.9248, -20.6401)
H (-11.9491, -7.9549, -18.5742)

Relative energy (zero: lowest compared OMol25 entry of this formula, charge and spin) in eV: 1.1694
E in a.u.: -2230.79187
Lowest unoccupied orbital energy in eV: 0.50
HOMO in eV: -9.70
Orbital gap in eV: 10.2

***

[3]
# C4H5N3S

An isolated molecule of C4H5N3S (ωB97M-V/def2-TZVPD, the Open Molecules 2025 dataset).

Element x y z (Å)
C (1.6008, -1.3843, -0.1313)
C (0.7482, -0.4676, 0.0258)
C (1.0608, 0.9624, 0.1084)
N (0.1366, 1.8516, -0.0091)
N (-1.1735, 1.4461, -0.0444)
C (-1.6368, 0.1531, 0.0164)
S (-3.2310, -0.3545, -0.0314)
N (-0.6333, -0.7724, 0.2098)
H (2.6134, -0.9036, 0.0001)
H (1.3866, -2.3885, -0.4785)
H (2.0748, 1.3530, -0.0096)
H (-1.9645, 2.1690, -0.1672)
H (-0.9821, -1.6644, 0.5110)

Relative energy (zero: lowest compared OMol25 entry of this formula, charge and spin) in eV: 1.9887
E in a.u.: -717.82056
Lowest unoccupied orbital energy in eV: 0.19
HOMO in eV: -8.69
Orbital gap in eV: 8.9

***

> Among the records above, which one has the highest HOMO?

C4H5N3S

***

Copy entry 3 word for word.
# C4H5N3S

An isolated molecule of C4H5N3S (ωB97M-V/def2-TZVPD, the Open Molecules 2025 dataset).

Element x y z (Å)
C (1.6008, -1.3843, -0.1313)
C (0.7482, -0.4676, 0.0258)
C (1.0608, 0.9624, 0.1084)
N (0.1366, 1.8516, -0.0091)
N (-1.1735, 1.4461, -0.0444)
C (-1.6368, 0.1531, 0.0164)
S (-3.2310, -0.3545, -0.0314)
N (-0.6333, -0.7724, 0.2098)
H (2.6134, -0.9036, 0.0001)
H (1.3866, -2.3885, -0.4785)
H (2.0748, 1.3530, -0.0096)
H (-1.9645, 2.1690, -0.1672)
H (-0.9821, -1.6644, 0.5110)

Relative energy (zero: lowest compared OMol25 entry of this formula, charge and spin) in eV: 1.9887
E in a.u.: -717.82056
Lowest unoccupied orbital energy in eV: 0.19
HOMO in eV: -8.69
Orbital gap in eV: 8.9

***

> Among the records above, which one has the highest lowest unoccupied orbital energy?

C22H64O18